[1]
Density functional theory data (wB97M-V/def2-TZVPD) for the molecule C6H4O at a distorted geometry.

## Properties
Frontier orbital gap   9.24 eV
Structure (SMILES)   C#Cc1ccco1
HOMO energy   -0.308 hartree
E_tot   -306.1382 Eh

```
! RIJCOSX wB97M-V def2-TZVPD def2/J DEFGRID3
* xyz 0 1
C 2.83 -0.36 0.12
C 1.89 0.40 0.05
C 0.50 0.51 -0.14
C -0.63 1.22 0.10
C -1.70 0.28 0.12
C -1.24 -0.94 -0.22
O 0.07 -0.91 -0.49
H 3.61 -1.09 0.03
H -0.83 2.29 0.19
H -2.69 0.48 0.47
H -1.80 -1.87 -0.23
*
```

Results of the natural (NBO) charge analysis, in e, for atoms 1 through 6:
1. C -0.142
2. C -0.085
3. C 0.173
4. C -0.242
5. C -0.343
6. C 0.145

---

[2]
Density functional theory data (wB97M-V/def2-TZVPD) for a structure of composition C3H4N4 at a distorted geometry.

## Properties
Frontier orbital gap   9.36 eV
HOMO energy   -0.331 hartree
E_tot   -335.6115 Eh

```
! RIJCOSX wB97M-V def2-TZVPD def2/J DEFGRID3
* xyz 0 1
C -2.20 0.34 -1.16
C -0.87 0.57 -0.75
C 1.03 -1.01 0.87
N -2.60 -0.86 -0.66
N -1.63 -1.39 -0.04
N 1.79 -0.08 0.98
N -0.56 -0.55 -0.07
H -2.69 1.06 -1.75
H -0.07 1.25 -0.72
H 0.66 -2.06 1.03
H 2.63 0.05 1.55
*
```

Results of the natural (NBO) charge analysis, in e, for atoms 1 through 6:
1. C -0.141
2. C -0.119
3. C 0.388
4. N -0.241
5. N -0.117
6. N -0.611

---

[3]
Density functional theory data (wB97M-V/def2-TZVPD) for the molecule C2H4N2S2 at a distorted geometry.

## Properties
Frontier orbital gap   7.82 eV
Structure (SMILES)   N/N=C\C(=S)S
HOMO energy   -0.322 hartree
E_tot   -984.3277 Eh

```
! RIJCOSX wB97M-V def2-TZVPD def2/J DEFGRID3
* xyz 0 1
C -0.14 -0.63 -0.90
C -1.18 0.20 -0.14
H 1.99 -0.21 1.28
H 0.31 -0.07 1.73
H -0.65 -1.08 -1.67
H 0.63 1.47 -0.73
N 1.15 -0.43 0.90
N 1.17 -0.64 -0.58
S -0.65 1.85 -0.08
S -2.63 -0.46 0.18
*
```

Results of the natural (NBO) charge analysis, in e, for atoms 1 through 6:
1. C -0.025
2. C -0.398
3. H 0.357
4. H 0.399
5. H 0.217
6. H 0.183

---

[4]
Density functional theory data (wB97M-V/def2-TZVPD) for a structure of composition C29H33AsBN6NiS3.

## Properties
Frontier orbital gap (alpha / beta)   8.44 / 7.42 eV
⟨S²⟩   2.01
HOMO energy (alpha / beta)   -0.379 / -0.387 hartree
E_tot   -6416.8696 Eh

```
! RIJCOSX wB97M-V def2-TZVPD def2/J DEFGRID3
* xyz 1 3
Ni -2.17 0.22 0.20
C -1.18 -4.25 2.09
N -0.72 -2.99 2.66
C 0.28 -2.86 3.60
C 0.23 -1.59 4.04
N -0.80 -0.93 3.39
B -1.37 0.46 3.89
N -0.66 1.70 3.26
C 0.36 2.37 3.91
C 0.59 3.54 3.26
N -0.29 3.57 2.20
C -0.42 4.66 1.25
C -1.04 2.45 2.22
S -2.39 2.24 1.15
C -1.36 -1.80 2.53
S -2.75 -1.55 1.55
H -0.42 -5.00 2.29
H -1.33 -4.15 1.02
H -2.12 -4.55 2.54
H 0.91 -3.69 3.88
H 0.80 -1.09 4.80
H -1.10 0.49 5.06
H -2.54 0.50 3.65
H 0.82 1.97 4.79
H 1.28 4.34 3.45
H 0.39 5.36 1.41
H -1.37 5.17 1.39
H -0.38 4.28 0.23
S -4.24 0.36 -1.01
C -3.43 -0.54 -2.21
N -2.72 -1.66 -1.96
C -2.29 -2.29 -3.21
C -2.37 -1.11 -4.19
N -3.31 -0.23 -3.50
H -2.95 -2.20 -1.13
H -2.98 -3.09 -3.49
H -1.28 -2.69 -3.13
H -2.73 -1.40 -5.17
H -1.40 -0.61 -4.29
H -3.60 0.67 -3.83
C 1.34 -3.94 -2.53
C 1.50 -2.78 -3.27
C 1.19 -1.54 -2.71
C 0.71 -1.47 -1.41
C 0.53 -2.65 -0.68
C 0.85 -3.88 -1.23
As 0.21 0.18 -0.53
C 1.72 0.51 0.65
C 2.24 1.79 0.77
C 3.31 2.03 1.63
C 3.87 0.99 2.36
C 3.34 -0.29 2.24
C 2.27 -0.53 1.39
C 0.47 1.52 -1.89
C -0.63 2.21 -2.39
C -0.45 3.17 -3.39
C 0.82 3.44 -3.87
C 1.92 2.75 -3.37
C 1.75 1.80 -2.38
H 1.59 -4.90 -2.97
H 1.88 -2.83 -4.28
H 1.33 -0.64 -3.29
H 0.13 -2.59 0.33
H 0.73 -4.78 -0.65
H 1.83 2.62 0.20
H 3.72 3.03 1.72
H 4.71 1.17 3.01
H 3.76 -1.11 2.80
H 1.88 -1.54 1.31
H -1.63 2.03 -2.00
H -1.30 3.72 -3.77
H 0.96 4.19 -4.64
H 2.91 2.97 -3.74
H 2.61 1.27 -1.99
*
```

Results of the Mulliken charge analysis, in e, for atoms 1 through 6:
1. Ni 0.546
2. C -0.852
3. N 0.306
4. C -0.543
5. C -0.632
6. N 0.593

---

What is the E_tot in the second record? -335.6115 Eh

---

Look up the E_tot of the second one. -335.6115 Eh